1.
Computed, not measured: a molecular structure, C4H12S2 in a non-equilibrium geometry, with the ωB97M-V functional and the def2-TZVPD basis.

Element x y z (Å)
C (-0.833, -1.507, -0.411)
C (-0.100, -2.066, 2.176)
C (1.124, 0.663, -2.259)
C (0.640, 1.147, 0.400)
H (0.223, -1.514, -0.694)
H (-1.241, -2.519, -0.496)
H (-1.371, -0.856, -1.100)
H (-0.517, -3.069, 2.059)
H (0.946, -2.069, 1.860)
H (-0.145, -1.793, 3.231)
H (2.148, 0.382, -2.003)
H (0.479, -0.219, -2.198)
H (1.110, 1.034, -3.288)
H (0.007, 0.260, 0.427)
H (1.672, 0.862, 0.622)
H (0.299, 1.842, 1.167)
S (-1.060, -0.848, 1.253)
S (0.522, 1.988, -1.192)

The frontier orbital gap is 8.5 eV. Its charge is 0. The value obtained for the HOMO energy is -7.66 eV. The value obtained for the LUMO energy is 0.84 eV.

***

2.
Computed, not measured: a molecular structure, C34H40CeN3O6PS, with the ωB97M-V functional and the def2-TZVPD basis.

Element x y z (Å)
Ce (-0.801, -1.031, -0.612)
O (1.477, -3.696, -3.187)
C (2.274, -4.178, -2.198)
C (3.453, -4.791, -2.603)
C (4.329, -5.289, -1.660)
C (4.046, -5.190, -0.298)
C (2.884, -4.574, 0.106)
C (1.980, -4.048, -0.832)
C (0.779, -3.364, -0.368)
O (-0.205, -3.089, -1.223)
N (0.725, -2.995, 0.899)
N (-0.483, -2.415, 1.192)
C (-0.896, -2.228, 2.381)
C (-2.253, -1.679, 2.512)
C (-2.866, -1.620, 3.746)
C (-4.210, -1.265, 3.804)
C (-4.870, -0.993, 2.624)
C (-4.160, -1.046, 1.428)
N (-2.872, -1.367, 1.352)
H (0.588, -3.549, -2.827)
H (3.648, -4.886, -3.663)
H (5.238, -5.778, -1.988)
H (4.729, -5.598, 0.434)
H (2.648, -4.487, 1.157)
H (-0.322, -2.544, 3.249)
H (-2.308, -1.867, 4.639)
H (-4.728, -1.221, 4.753)
H (-5.921, -0.742, 2.611)
H (-4.670, -0.835, 0.498)
C (1.388, 0.504, 6.447)
C (0.708, 0.752, 5.131)
C (-0.601, 1.209, 5.071)
C (-1.234, 1.495, 3.866)
C (-2.643, 2.026, 3.928)
C (-0.533, 1.267, 2.670)
C (0.795, 0.787, 2.703)
C (1.607, 0.506, 1.461)
C (1.388, 0.551, 3.931)
C (-1.212, 1.624, 1.399)
O (-1.989, 2.526, 1.255)
O (-0.939, 0.815, 0.315)
H (0.702, 0.631, 7.282)
H (2.217, 1.200, 6.583)
H (1.802, -0.504, 6.490)
H (-1.145, 1.373, 5.994)
H (-3.115, 1.699, 4.854)
H (-3.257, 1.710, 3.087)
H (-2.644, 3.117, 3.922)
H (1.386, 1.201, 0.656)
H (1.411, -0.513, 1.115)
H (2.675, 0.553, 1.669)
H (2.416, 0.205, 3.958)
C (1.706, 5.471, -3.515)
C (1.739, 3.980, -3.336)
C (1.235, 3.126, -4.311)
C (1.271, 1.746, -4.144)
C (1.841, 1.224, -2.994)
C (2.360, 2.054, -2.002)
C (2.297, 3.422, -2.177)
S (1.862, -0.528, -2.836)
C (3.611, -0.871, -2.679)
O (1.348, -0.817, -1.384)
H (1.242, 5.752, -4.458)
H (2.716, 5.882, -3.499)
H (1.153, 5.947, -2.704)
H (0.822, 3.543, -5.222)
H (0.883, 1.085, -4.910)
H (2.808, 1.637, -1.109)
H (2.702, 4.076, -1.414)
H (4.170, -0.096, -3.195)
H (3.799, -1.848, -3.118)
H (3.837, -0.887, -1.614)
C (-2.075, 2.612, -2.164)
P (-2.435, 0.971, -2.727)
C (-3.828, 0.331, -1.790)
C (-2.889, 1.076, -4.441)
O (-1.263, -0.048, -2.567)
H (-2.866, 3.264, -2.543)
H (-1.119, 2.932, -2.586)
H (-2.042, 2.670, -1.076)
H (-4.758, 0.793, -2.124)
H (-3.693, 0.572, -0.734)
H (-3.908, -0.748, -1.944)
H (-3.859, 1.564, -4.540)
H (-2.937, 0.077, -4.874)
H (-2.141, 1.662, -4.976)

The frontier orbital gap (spin up / spin down) is 6.1 / 6.1 eV. Its charge is +2. The value obtained for the HOMO energy (spin up / spin down) is -13.17 / -13.17 eV. The value obtained for the LUMO energy (spin up / spin down) is -7.05 / -7.05 eV.

***

3.
Computed, not measured: C4H3ClOS2 in the gas phase in a non-equilibrium geometry, with the ωB97M-V functional and the def2-TZVPD basis.

Element x y z (Å)
O (1.722, -0.063, 1.911)
C (1.326, 0.307, 0.706)
C (-0.178, 0.205, 0.562)
C (-0.878, -0.434, 1.532)
Cl (-2.513, -0.700, 1.719)
S (-1.166, 1.047, -0.798)
C (-0.335, 0.274, -2.107)
S (1.312, -0.279, -2.283)
H (1.938, 0.716, -0.302)
H (-0.142, -1.257, 2.178)
H (-1.087, 0.183, -3.116)

The frontier orbital gap is 7.9 eV. Its charge is 0. The value obtained for the HOMO energy is -9.05 eV. The value obtained for the LUMO energy is -1.19 eV.

***

4.
Computed, not measured: a molecular structure, C28H45Cl2OPRu in a non-equilibrium geometry, with the ωB97M-V functional and the def2-TZVPD basis.

Element x y z (Å)
P (-0.182, 0.972, -1.132)
C (-1.864, 0.376, -1.608)
C (-2.500, 1.108, -2.799)
C (-3.928, 0.586, -3.033)
C (-4.004, -0.943, -3.149)
C (-3.317, -1.661, -1.980)
C (-1.887, -1.160, -1.754)
C (1.288, 0.296, -2.017)
C (1.318, 0.529, -3.534)
C (2.662, 0.030, -4.091)
C (2.975, -1.425, -3.710)
C (2.808, -1.715, -2.212)
C (1.488, -1.192, -1.642)
C (-0.088, 2.794, -0.944)
C (-1.207, 3.301, -0.011)
C (-1.176, 4.832, 0.169)
C (0.195, 5.391, 0.565)
C (1.359, 4.783, -0.222)
C (1.277, 3.254, -0.395)
H (-2.472, 0.610, -0.706)
H (-1.884, 0.961, -3.697)
H (-2.532, 2.190, -2.610)
H (-4.345, 1.063, -3.928)
H (-4.544, 0.903, -2.183)
H (-5.052, -1.260, -3.212)
H (-3.529, -1.253, -4.089)
H (-3.887, -1.484, -1.060)
H (-3.301, -2.744, -2.155)
H (-1.451, -1.628, -0.857)
H (-1.267, -1.453, -2.612)
H (2.153, 0.845, -1.582)
H (3.453, 0.674, -3.691)
H (1.190, 1.599, -3.757)
H (0.481, -0.002, -4.012)
H (2.673, 0.156, -5.180)
H (4.003, -1.669, -4.013)
H (2.318, -2.090, -4.286)
H (2.878, -2.795, -2.031)
H (3.629, -1.245, -1.659)
H (1.451, -1.302, -0.547)
H (0.660, -1.776, -2.058)
H (-0.238, 3.133, -1.989)
H (-2.202, 3.015, -0.378)
H (-1.088, 2.811, 0.969)
H (-1.506, 5.312, -0.763)
H (-1.911, 5.115, 0.935)
H (0.357, 5.207, 1.635)
H (0.193, 6.481, 0.430)
H (2.299, 5.034, 0.286)
H (1.413, 5.257, -1.210)
H (2.095, 2.936, -1.052)
H (1.443, 2.765, 0.576)
Ru (0.262, -0.500, 3.632)
Cl (1.802, 0.273, 2.113)
Cl (-1.536, 0.635, 2.760)
C (-0.151, -2.030, 2.627)
H (-1.194, -2.087, 2.236)
C (0.538, -3.260, 2.198)
C (1.942, -3.308, 2.148)
C (2.581, -4.518, 1.874)
C (1.823, -5.671, 1.641)
C (0.426, -5.601, 1.579)
C (-0.225, -4.409, 1.839)
H (2.495, -2.384, 2.308)
H (3.666, -4.560, 1.850)
H (-0.147, -6.492, 1.328)
H (-1.312, -4.329, 1.774)
H (2.332, -6.629, 1.495)
C (0.959, -0.918, 6.093)
C (0.275, 0.361, 5.706)
C (-1.120, 0.568, 6.212)
O (0.907, 1.224, 5.013)
H (0.589, -1.277, 7.060)
H (2.043, -0.748, 6.145)
H (0.762, -1.721, 5.321)
H (-1.440, 1.593, 5.989)
H (-1.820, -0.140, 5.748)
H (-1.152, 0.407, 7.294)

The spin multiplicity is 5. The frontier orbital gap (spin up / spin down) is 5.6 / 4.4 eV. The expectation value of S² is 6.041. Its charge is 0. The value obtained for the HOMO energy (spin up / spin down) is -6.28 / -6.24 eV. The value obtained for the LUMO energy (spin up / spin down) is -0.68 / -1.85 eV.

***

5.
Computed, not measured: 7 unconnected molecules or ions with the total composition C27H67BCl2FO9PS in a non-equilibrium geometry, with the ωB97M-V functional and the def2-TZVPD basis.

Element x y z (Å)
C (2.345, -5.105, -0.644)
C (2.631, -3.661, -1.036)
Cl (3.200, -2.748, 0.396)
C (1.430, -3.030, -1.773)
Cl (1.706, -3.281, -3.542)
P (0.806, -1.234, -1.359)
C (2.026, -0.351, -2.433)
C (3.511, -0.669, -2.259)
C (4.363, 0.292, -3.128)
S (5.485, 1.359, -2.180)
C (-0.806, -1.595, -2.175)
B (-1.865, -2.277, -1.236)
O (-2.585, -1.571, -0.291)
O (-2.073, -3.641, -1.294)
C (0.078, 0.481, -0.701)
C (0.966, 1.151, 0.258)
O (0.864, 1.166, 1.450)
F (2.015, 1.813, -0.306)
H (1.976, -5.611, -1.538)
H (1.637, -5.185, 0.176)
H (3.285, -5.576, -0.358)
H (3.465, -3.698, -1.732)
H (0.577, -3.681, -1.577)
H (0.904, -1.568, 0.012)
H (1.761, -0.522, -3.478)
H (1.920, 0.719, -2.277)
H (3.741, -1.677, -2.597)
H (3.812, -0.546, -1.224)
H (4.981, -0.283, -3.812)
H (3.731, 0.963, -3.702)
H (5.751, 0.573, -1.135)
H (-1.203, -0.620, -2.466)
H (-0.623, -2.159, -3.088)
H (-3.267, -1.019, -0.683)
H (-1.972, -3.947, -2.202)
H (-0.840, 0.311, -0.140)
H (-0.174, 1.147, -1.526)
C (0.847, 5.645, 2.094)
C (-0.072, 5.474, 0.894)
C (-1.022, 4.304, 1.081)
O (0.693, 5.301, -0.300)
H (1.457, 4.749, 2.231)
H (1.521, 6.488, 1.941)
H (0.277, 5.815, 3.009)
H (-0.643, 6.391, 0.739)
H (-0.451, 3.379, 1.191)
H (-1.672, 4.195, 0.211)
H (-1.647, 4.425, 1.968)
H (1.218, 4.498, -0.198)
C (-2.606, 3.737, -3.030)
C (-2.620, 2.252, -3.339)
C (-3.751, 1.878, -4.284)
O (-2.725, 1.508, -2.119)
H (-3.538, 4.025, -2.539)
H (-1.786, 3.980, -2.353)
H (-2.495, 4.335, -3.935)
H (-1.666, 1.956, -3.781)
H (-4.715, 2.129, -3.833)
H (-3.746, 0.807, -4.488)
H (-3.668, 2.413, -5.230)
H (-3.559, 1.753, -1.702)
C (-1.218, -3.534, 3.189)
C (-1.436, -2.050, 3.438)
C (-2.876, -1.749, 3.825)
O (-1.060, -1.303, 2.289)
H (-1.853, -3.868, 2.359)
H (-0.179, -3.720, 2.913)
H (-1.457, -4.137, 4.067)
H (-0.768, -1.716, 4.234)
H (-3.551, -2.039, 3.015)
H (-3.006, -0.681, 4.000)
H (-3.167, -2.289, 4.727)
H (-1.632, -1.576, 1.563)
C (8.558, 0.683, 1.591)
C (8.762, 2.179, 1.401)
C (7.914, 2.986, 2.373)
O (8.476, 2.554, 0.056)
H (7.513, 0.418, 1.403)
H (9.175, 0.121, 0.890)
H (8.811, 0.372, 2.606)
H (9.815, 2.423, 1.549)
H (6.853, 2.784, 2.206)
H (8.077, 4.053, 2.225)
H (8.151, 2.737, 3.409)
H (7.548, 2.352, -0.107)
C (-1.827, -7.728, 0.426)
C (-0.984, -7.604, 1.686)
C (-1.851, -7.536, 2.934)
O (-0.136, -6.460, 1.606)
H (-2.475, -6.854, 0.318)
H (-1.189, -7.778, -0.456)
H (-2.454, -8.620, 0.454)
H (-0.308, -8.458, 1.758)
H (-2.501, -6.658, 2.894)
H (-1.230, -7.449, 3.826)
H (-2.478, -8.423, 3.031)
H (-0.698, -5.680, 1.539)
C (-5.832, 4.379, 1.283)
C (-5.931, 5.018, -0.093)
C (-7.311, 5.603, -0.347)
O (-5.598, 4.068, -1.109)
H (-6.548, 3.557, 1.371)
H (-4.834, 3.970, 1.444)
H (-6.044, 5.101, 2.072)
H (-5.180, 5.805, -0.182)
H (-8.069, 4.816, -0.306)
H (-7.358, 6.059, -1.335)
H (-7.562, 6.359, 0.398)
H (-6.242, 3.354, -1.065)

The frontier orbital gap is 8.5 eV. Its charge is 0. The value obtained for the HOMO energy is -8.58 eV. The value obtained for the LUMO energy is -0.03 eV.

***

6.
Computed, not measured: 2 unconnected molecules or ions with the total composition H2O4P2 in a non-equilibrium geometry, with the ωB97M-V functional and the def2-TZVPD basis.

Element x y z (Å)
O (-1.454, 0.389, 1.285)
O (1.561, -0.924, -1.001)
O (-3.536, -1.775, -0.322)
O (0.747, -2.948, 0.434)
P (-1.444, -0.479, 0.120)
P (0.652, -1.478, 0.076)
H (-1.254, 0.367, -0.961)
H (1.328, -0.816, 1.147)

The frontier orbital gap (spin up / spin down) is 7.8 / 7.1 eV. Its charge is -2. The value obtained for the HOMO energy (spin up / spin down) is -0.62 / 0.14 eV. The value obtained for the LUMO energy (spin up / spin down) is 7.19 / 7.20 eV.

***

7.
Computed, not measured: a gas-phase ion, C3H6FO2S (charge -1) in a non-equilibrium geometry, with the ωB97M-V functional and the def2-TZVPD basis.

Element x y z (Å)
C (0.853, 0.490, 0.424)
C (-0.597, 0.104, 0.737)
C (-1.696, 1.063, 0.124)
O (-1.876, 2.167, 0.624)
O (-3.194, -1.209, -0.787)
F (-1.612, 0.878, -1.387)
S (-3.319, -0.207, 0.290)
H (1.229, 1.453, 0.908)
H (1.054, 0.483, -0.723)
H (1.373, -0.253, 1.043)
H (-0.878, 0.203, 1.787)
H (-0.879, -0.848, 0.357)
H (-4.462, 0.648, -0.172)

The frontier orbital gap is 6.9 eV. Its charge is -1. The value obtained for the HOMO energy is -3.11 eV. The value obtained for the LUMO energy is 3.77 eV.

***

8.
Computed, not measured: a molecular structure, C20H24I2IrN6OS2Se in a non-equilibrium geometry, with the ωB97M-V functional and the def2-TZVPD basis.

Element x y z (Å)
Ir (-0.139, -0.347, 0.426)
I (2.850, -0.129, -0.007)
C (3.064, -2.231, 0.404)
I (1.156, -3.056, 0.938)
H (3.753, -2.388, 1.226)
H (3.390, -2.732, -0.502)
S (0.105, 0.079, 2.836)
C (-0.291, 1.757, 2.753)
C (0.343, 2.659, 3.609)
C (0.083, 4.017, 3.526)
C (0.737, 4.928, 4.389)
N (1.252, 5.670, 5.092)
C (-0.838, 4.501, 2.565)
C (-1.508, 3.605, 1.748)
C (-1.252, 2.237, 1.827)
S (-2.111, 1.175, 0.772)
C (-1.039, 5.890, 2.387)
N (-1.182, 7.008, 2.184)
H (1.063, 2.294, 4.327)
H (-2.222, 3.966, 1.022)
C (-0.738, 1.169, -2.632)
N (-0.355, 2.502, -2.231)
C (-0.806, 3.589, -3.076)
C (0.260, 4.673, -3.117)
C (0.577, 5.102, -1.691)
N (0.832, 3.950, -0.846)
C (1.751, 4.148, 0.256)
C (0.404, 2.706, -1.136)
O (0.714, 1.756, -0.374)
H (-0.415, 0.975, -3.657)
H (-1.820, 1.035, -2.565)
H (-0.254, 0.437, -1.975)
H (-1.755, 3.991, -2.700)
H (-0.979, 3.184, -4.076)
H (-0.091, 5.528, -3.694)
H (1.158, 4.272, -3.592)
H (-0.258, 5.679, -1.274)
H (1.463, 5.740, -1.674)
H (2.765, 4.319, -0.116)
H (1.754, 3.256, 0.879)
H (1.440, 5.007, 0.847)
C (-5.142, -1.786, -2.174)
N (-4.769, -2.520, -0.998)
C (-5.591, -3.328, -0.269)
C (-4.860, -3.835, 0.755)
N (-3.594, -3.336, 0.642)
C (-2.506, -3.645, 1.523)
C (-3.542, -2.532, -0.438)
Se (-2.053, -1.719, -1.174)
H (-6.156, -2.047, -2.460)
H (-4.464, -2.027, -2.994)
H (-5.089, -0.715, -1.981)
H (-6.616, -3.493, -0.526)
H (-5.140, -4.510, 1.537)
H (-2.778, -4.498, 2.140)
H (-2.268, -2.793, 2.164)
H (-1.615, -3.897, 0.941)

The spin multiplicity is 5. The frontier orbital gap (spin up / spin down) is 6.6 / 5.6 eV. The expectation value of S² is 6.027. Its charge is +1. The value obtained for the HOMO energy (spin up / spin down) is -10.01 / -10.75 eV. The value obtained for the LUMO energy (spin up / spin down) is -3.38 / -5.18 eV.

***

9.
Computed, not measured: a molecular structure, C23H25F3N4Pd, with the ωB97M-V functional and the def2-TZVPD basis.

Element x y z (Å)
Pd (-0.146, 1.583, -2.184)
C (0.858, -3.779, 2.080)
C (0.528, -2.597, 2.946)
C (0.338, -2.735, 4.315)
C (0.023, -1.649, 5.117)
C (-0.085, -0.388, 4.552)
C (0.123, -0.220, 3.193)
C (0.409, -1.319, 2.388)
N (0.632, -1.168, 1.000)
C (-0.042, -0.341, 0.132)
N (-1.247, 0.087, 0.541)
C (-2.172, 0.964, -0.080)
C (-1.888, 1.722, -1.224)
C (-2.938, 2.512, -1.714)
C (-4.179, 2.557, -1.107)
C (-4.416, 1.815, 0.037)
C (-3.424, 1.010, 0.564)
C (-3.702, 0.199, 1.805)
N (0.440, -0.062, -1.038)
C (1.783, -0.422, -1.330)
C (2.022, -1.438, -2.252)
C (3.317, -1.783, -2.602)
C (4.384, -1.103, -2.034)
C (4.146, -0.083, -1.125)
C (2.854, 0.279, -0.756)
C (2.615, 1.396, 0.221)
H (0.775, -4.705, 2.646)
H (1.879, -3.721, 1.692)
H (0.187, -3.837, 1.221)
H (0.427, -3.721, 4.756)
H (-0.132, -1.787, 6.179)
H (-0.314, 0.472, 5.168)
H (0.073, 0.768, 2.751)
H (1.416, -1.656, 0.597)
H (-1.565, -0.323, 1.402)
H (-2.793, 3.108, -2.599)
H (-4.959, 3.181, -1.524)
H (-5.382, 1.855, 0.528)
H (-4.715, 0.388, 2.155)
H (-3.026, 0.452, 2.629)
H (-3.617, -0.876, 1.621)
H (1.170, -1.947, -2.686)
H (3.492, -2.575, -3.318)
H (5.400, -1.357, -2.305)
H (4.981, 0.457, -0.696)
H (3.497, 2.030, 0.300)
H (2.393, 1.007, 1.218)
H (1.769, 2.015, -0.087)
N (0.092, 0.414, -4.579)
H (-0.111, -0.577, -4.612)
H (0.921, 0.584, -5.136)
H (-0.678, 0.912, -5.009)
F (0.886, 3.511, -3.689)
C (-0.386, 3.262, -3.191)
F (-0.739, 4.404, -2.561)
F (-1.172, 3.225, -4.317)

The frontier orbital gap is 8.2 eV. Its charge is 0. The value obtained for the HOMO energy is -7.74 eV. The value obtained for the LUMO energy is 0.46 eV.

***

One value per record, in order, for DFT total energy: -26011.579, -85706.746, -40432.629, -68726.734, -96077.866, -26797.136, -20855.537, -138167.140, -41850.771 eV.